Computed, not measured: a structure of composition C32H36BaF3N2O5Sb, with the ωB97M-V functional and the def2-TZVPD basis.

Computed properties:
* charge: -2
* HOMO-LUMO gap: 0.199 Ha
* relative energy (zero: lowest compared OMol25 entry of this formula, charge and spin): 609.7 kJ/mol
* F_max: 11.60 eV/A
* E_LUMO: 4.0678 eV
* E_HOMO: -1.34 eV

XYZ file:
```
80
Properties=species:S:1:pos:R:3:mulliken_charge:R:1
Ba -0.89 0.68 -0.19 2.47
O -0.31 4.29 2.44 -0.64
C -0.93 3.09 2.87 -0.62
C -2.25 2.82 2.12 -0.95
N -2.27 1.51 1.44 0.41
C -2.11 0.38 2.39 -0.26
C -0.83 -0.48 2.19 0.25
O -0.85 -1.60 2.73 -0.70
O 0.13 0.10 1.62 -0.72
C -3.49 1.39 0.59 -0.47
C -3.42 1.41 -0.97 0.95
O -4.30 2.06 -1.53 -0.81
O -2.52 0.68 -1.54 -0.89
H 0.13 4.10 1.58 0.07
H -1.13 3.21 3.93 0.32
H -0.25 2.25 2.73 0.33
H -2.35 3.59 1.37 0.54
H -3.12 2.90 2.80 0.43
H -2.97 -0.28 2.43 -0.13
H -1.98 0.77 3.40 0.64
H -4.20 2.18 0.85 0.40
H -4.02 0.47 0.81 0.06
C 0.60 -4.63 -0.21 -0.51
C 1.12 -4.78 -1.49 -0.67
C 1.56 -3.66 -2.17 -0.59
C 1.49 -2.39 -1.56 0.23
N 0.89 -2.25 -0.35 0.25
C 0.47 -3.35 0.29 -0.19
C 2.13 -1.20 -2.20 0.30
C 3.30 -1.46 -2.95 -0.77
C 3.93 -0.43 -3.64 -0.56
C 3.38 0.85 -3.56 -0.64
C 2.26 1.08 -2.77 -0.51
C 1.57 0.09 -2.04 0.30
H 0.26 -5.49 0.37 0.36
H 1.19 -5.76 -1.95 0.33
H 1.96 -3.75 -3.17 0.49
H 0.02 -3.17 1.27 0.46
H 3.75 -2.45 -2.95 0.37
H 4.83 -0.62 -4.21 0.33
H 3.85 1.67 -4.11 0.32
H 1.91 2.11 -2.70 0.25
C -3.12 -3.94 1.96 -1.25
C -2.94 -3.77 0.43 -0.66
Sb -2.54 -1.69 -0.20 -1.43
C -2.02 -2.14 -2.24 -0.42
C -2.23 -3.61 -2.62 -1.26
C -4.66 -1.56 -0.85 -0.93
C -5.74 -1.77 0.23 -1.16
H -3.36 -4.97 2.22 0.37
H -3.92 -3.31 2.35 0.26
H -2.21 -3.64 2.50 0.23
H -3.85 -4.09 -0.09 0.61
H -2.13 -4.41 0.09 0.29
H -1.01 -1.80 -2.47 0.38
H -2.70 -1.50 -2.81 0.62
H -1.53 -4.27 -2.10 0.19
H -2.08 -3.76 -3.70 0.37
H -3.24 -3.96 -2.39 0.30
H -4.74 -2.37 -1.58 0.66
H -4.82 -0.63 -1.38 0.53
H -5.56 -2.66 0.84 0.20
H -6.73 -1.88 -0.21 0.38
H -5.80 -0.92 0.92 0.26
F 7.84 5.81 1.37 -0.28
C 7.36 4.62 1.81 0.94
F 8.24 3.69 1.41 -0.28
F 7.47 4.68 3.16 -0.27
C 5.98 4.36 1.34 0.41
C 5.57 3.07 1.00 -0.73
C 4.26 2.84 0.62 -0.44
C 3.32 3.88 0.55 0.68
C 3.76 5.17 0.88 -0.69
C 5.07 5.41 1.27 -0.63
C 1.97 3.62 0.16 -0.24
C 0.89 3.09 -0.12 -0.92
H 6.28 2.26 1.03 0.37
H 3.93 1.85 0.35 0.59
H 3.06 5.99 0.82 0.42
H 5.39 6.41 1.53 0.34
```

Computed, not measured: a structure of composition C32H36FeN14PS, with the ωB97M-V functional and the def2-TZVPD basis.

Computed properties:
* charge: -1
* HOMO-LUMO gap (alpha / beta): 0.258 / 0.253 Ha
* F_max: 1.27 eV/A
* E_LUMO (alpha / beta): 2.3013 / 2.3013 eV
* E_HOMO (alpha / beta): -4.71 / -4.60 eV

XYZ file:
```
85
Properties=species:S:1:pos:R:3:mulliken_charge:R:1
Fe 0.16 -0.71 2.24 0.73
C -0.62 -2.76 -1.67 -1.54
C -0.79 -1.41 -2.33 1.59
C -0.63 -1.33 -3.71 -0.87
C -0.83 -0.15 -4.41 -0.77
C -1.22 0.98 -3.72 -0.91
C -1.38 0.92 -2.34 -1.61
C -1.15 -0.25 -1.62 0.91
P -1.28 -0.30 0.24 2.38
C -1.89 1.42 0.56 0.38
C -0.85 2.35 0.46 -0.28
C -1.05 3.70 0.67 -0.73
C -2.32 4.15 0.99 -0.95
C -3.36 3.24 1.10 -0.96
C -3.18 1.87 0.88 0.67
C -4.37 0.97 1.07 -1.19
C -2.56 -1.57 0.47 0.46
C -3.48 -1.93 -0.51 -0.29
C -4.15 -3.14 -0.44 -0.87
C -3.86 -4.01 0.60 -0.65
C -2.96 -3.66 1.59 -0.86
C -2.33 -2.41 1.59 0.46
C -1.44 -1.92 2.67 -1.51
H -0.01 -3.40 -2.30 0.57
H -1.59 -3.24 -1.52 0.36
H -0.13 -2.69 -0.70 0.04
H -0.34 -2.23 -4.24 0.42
H -0.70 -0.12 -5.48 0.40
H -1.40 1.92 -4.24 0.44
H -1.67 1.82 -1.82 0.33
H 0.15 1.99 0.22 0.12
H -0.22 4.39 0.58 0.46
H -2.51 5.21 1.17 0.34
H -4.35 3.59 1.37 0.35
H -5.24 1.56 1.33 0.49
H -4.19 0.24 1.86 0.21
H -4.59 0.41 0.16 0.21
H -3.63 -1.29 -1.37 0.39
H -4.86 -3.41 -1.21 0.40
H -4.34 -4.98 0.64 0.37
H -2.74 -4.34 2.40 0.44
H -1.27 -2.68 3.43 0.42
H -1.98 -1.10 3.14 0.06
N 2.65 -2.47 3.78 0.00
C 2.40 -2.74 2.45 0.42
N 3.10 -3.63 1.77 -0.72
N 2.58 -3.58 0.53 -0.95
N 1.63 -2.71 0.49 -0.56
N 1.47 -2.15 1.71 0.70
C 1.90 -1.64 4.57 0.37
N 2.17 -1.43 5.85 -0.58
N 1.26 -0.51 6.22 -0.87
N 0.50 -0.20 5.23 -0.72
N 0.87 -0.92 4.14 0.72
H 3.34 -3.04 4.24 0.25
N -2.20 0.93 4.22 -0.89
N -1.07 1.15 3.38 -0.23
H -2.15 1.56 5.02 0.30
H -2.08 0.00 4.61 0.26
H -0.24 1.27 3.95 0.46
H -1.24 1.98 2.84 0.29
C 3.79 2.00 2.89 -1.50
C 2.52 1.39 2.50 0.54
N 1.53 0.90 2.21 0.18
H 3.64 2.61 3.77 0.33
H 4.18 2.60 2.07 0.34
H 4.50 1.21 3.12 0.31
N 2.31 -1.70 -2.02 -0.09
C 2.50 -0.39 -2.18 0.22
S 2.21 0.66 -0.91 -0.40
N 2.87 -0.05 -3.46 -0.05
C 3.16 1.20 -4.03 0.69
C 2.98 1.32 -5.41 -0.46
C 3.28 2.49 -6.07 -0.62
C 3.78 3.58 -5.37 -0.42
C 3.97 3.46 -4.00 -0.72
C 3.67 2.29 -3.33 -0.30
H 2.07 -2.05 -1.08 0.12
H 2.66 -2.37 -2.70 0.21
H 2.76 -0.79 -4.13 0.25
H 2.57 0.48 -5.96 0.27
H 3.12 2.56 -7.14 0.35
H 4.01 4.51 -5.88 0.37
H 4.36 4.30 -3.43 0.35
H 3.82 2.20 -2.26 0.42
```

Computed, not measured: a structure of composition C32H36GeN2O5Pd, with the ωB97M-V functional and the def2-TZVPD basis.

Computed properties:
* charge: -2
* HOMO-LUMO gap: 0.207 Ha
* relative energy (zero: lowest compared OMol25 entry of this formula, charge and spin): 50.0 kJ/mol
* F_max: 0.62 eV/A
* E_LUMO: 4.5625 eV
* E_HOMO: -1.07 eV

XYZ file:
```
77
Properties=species:S:1:pos:R:3:mulliken_charge:R:1
Pd -2.04 1.94 1.15 -0.54
N -0.33 3.14 2.07 -0.13
C -0.71 4.37 2.77 -0.64
C -1.17 5.50 1.85 -0.76
N -2.33 5.24 1.01 -0.70
H 0.02 2.46 2.73 0.15
H 0.42 3.31 1.39 0.15
H 0.12 4.76 3.38 0.40
H -1.53 4.11 3.45 0.35
H -0.35 5.78 1.19 0.41
H -1.38 6.36 2.50 0.32
H -2.00 4.72 0.20 0.38
H -2.98 4.62 1.48 0.28
C -2.56 -5.25 1.23 -0.93
O -3.17 -4.53 0.19 -0.48
C -3.31 -3.17 0.37 1.09
C -3.88 -2.47 -0.70 -0.91
C -4.03 -1.10 -0.57 -0.38
C -3.66 -0.38 0.56 0.57
C -3.87 1.11 0.59 0.98
C -4.26 1.79 -0.72 -1.58
O -4.17 1.74 1.66 -0.72
C -3.07 -1.08 1.68 -0.35
O -2.65 -0.53 2.73 -0.85
C -2.93 -2.51 1.52 -0.20
H -2.49 -6.28 0.90 0.21
H -3.15 -5.20 2.15 0.39
H -1.55 -4.87 1.45 0.34
H -4.17 -3.00 -1.60 0.33
H -4.46 -0.57 -1.41 0.26
H -3.64 1.47 -1.56 0.37
H -4.15 2.86 -0.59 0.30
H -5.30 1.57 -0.96 0.44
H -2.48 -3.03 2.36 0.30
O 1.63 2.20 -0.94 -0.46
C 0.52 2.72 -1.29 0.05
O 0.30 3.94 -1.42 -0.80
C -0.58 1.73 -1.66 2.12
C -0.07 0.34 -1.97 -1.27
Ge 1.59 -0.17 -1.04 1.61
C 3.21 0.22 -2.10 0.08
C 3.47 -0.52 -3.25 -0.12
C 4.58 -0.26 -4.05 -0.72
C 5.46 0.75 -3.69 -0.34
C 5.21 1.50 -2.55 -0.84
C 4.09 1.25 -1.78 -0.31
C 1.82 -0.08 0.90 0.63
C 3.05 0.18 1.49 -0.30
C 3.19 0.19 2.87 -0.60
C 2.09 -0.07 3.69 -0.48
C 0.86 -0.34 3.11 -0.75
C 0.73 -0.35 1.73 -0.27
C 1.50 -2.20 -1.18 -0.17
C 0.28 -2.87 -1.03 0.04
C 0.20 -4.25 -1.00 -0.79
C 1.35 -5.02 -1.11 -0.59
C 2.58 -4.38 -1.23 -0.64
C 2.65 -3.00 -1.26 -0.32
H -1.17 2.15 -2.48 0.45
H -1.32 1.66 -0.82 -2.05
H 0.20 0.26 -3.03 0.61
H -0.84 -0.42 -1.78 0.40
H 2.80 -1.33 -3.54 0.40
H 4.75 -0.85 -4.94 0.37
H 6.33 0.95 -4.31 0.34
H 5.88 2.31 -2.28 0.36
H 3.87 1.88 -0.93 0.36
H 3.92 0.39 0.87 0.22
H 4.16 0.41 3.31 0.37
H 2.20 -0.05 4.76 0.35
H -0.03 -0.52 3.70 0.49
H -0.26 -0.55 1.32 0.16
H -0.64 -2.30 -0.92 -0.11
H -0.77 -4.73 -0.89 0.58
H 1.30 -6.10 -1.08 0.36
H 3.49 -4.97 -1.30 0.37
H 3.62 -2.52 -1.36 0.32
```

Computed, not measured: a structure of composition C32H36N3O4SeV, with the ωB97M-V functional and the def2-TZVPD basis.

Computed properties:
* 2S+1: 2
* charge: -1
* HOMO-LUMO gap (alpha / beta): 0.269 / 0.257 Ha
* relative energy (zero: lowest compared OMol25 entry of this formula, charge and spin): 390.3 kJ/mol
* F_max: 0.71 eV/A
* E_LUMO (alpha / beta): 2.5700 / 2.5737 eV
* E_HOMO (alpha / beta): -4.75 / -4.42 eV

XYZ file:
```
77
Properties=species:S:1:pos:R:3:mulliken_charge:R:1
V 0.05 -0.55 0.67 -0.39
C 0.66 -4.92 1.88 -1.34
C 1.74 -5.04 0.80 0.84
C 3.13 -4.94 1.44 -1.74
C 1.53 -4.04 -0.33 0.50
C 2.52 -3.19 -0.79 -0.32
C 2.29 -2.31 -1.85 -0.57
C 1.06 -2.24 -2.48 0.97
C 0.80 -1.32 -3.64 -1.51
C 0.04 -3.08 -2.00 -0.66
C 0.28 -3.96 -0.96 -0.62
H 0.82 -5.68 2.65 0.47
H -0.34 -5.06 1.48 0.31
H 0.71 -3.95 2.38 0.22
H 1.65 -6.03 0.35 0.37
H 3.27 -3.97 1.93 0.31
H 3.93 -5.09 0.71 0.36
H 3.23 -5.71 2.21 0.46
H 3.48 -3.17 -0.31 0.24
H 3.09 -1.65 -2.17 0.22
H 0.73 -1.89 -4.58 0.48
H 1.60 -0.59 -3.76 0.35
H -0.15 -0.78 -3.51 0.15
H -0.95 -3.01 -2.44 0.31
H -0.53 -4.60 -0.62 0.30
C 0.32 4.32 -2.19 -1.54
C 1.54 3.77 -1.49 1.12
C 2.57 4.63 -1.10 -0.76
C 3.72 4.16 -0.49 -0.57
C 3.87 2.79 -0.27 -1.02
C 2.85 1.92 -0.64 -0.51
C 1.69 2.41 -1.24 0.51
N 0.64 1.51 -1.63 0.63
C -0.24 1.08 -0.55 -0.65
N -0.88 2.18 0.10 1.06
C -1.15 1.98 1.47 0.04
C -0.86 0.71 2.00 0.55
C -1.20 0.48 3.34 -0.46
C -1.76 1.49 4.12 -1.12
C -2.01 2.74 3.55 -0.71
C -1.72 3.00 2.22 0.56
C -1.99 4.35 1.60 -1.33
N -1.00 -0.06 -0.84 0.62
C -2.40 -0.17 -0.76 0.44
C -2.95 -1.22 0.00 -0.86
C -4.32 -1.38 0.13 -0.89
C -5.17 -0.51 -0.54 -0.69
C -4.64 0.48 -1.34 -0.76
C -3.27 0.67 -1.47 0.99
C -2.71 1.73 -2.39 -1.20
H 0.62 5.05 -2.95 0.54
H -0.34 4.85 -1.49 0.24
H -0.25 3.52 -2.66 0.19
H 2.46 5.69 -1.29 0.42
H 4.51 4.84 -0.20 0.37
H 4.76 2.40 0.20 0.44
H 2.94 0.86 -0.45 0.33
H 1.03 0.68 -2.05 0.18
H -0.56 3.10 -0.16 -0.06
H -0.99 -0.49 3.80 0.64
H -2.00 1.31 5.16 0.42
H -2.44 3.53 4.16 0.33
H -2.48 5.01 2.31 0.40
H -2.64 4.25 0.72 0.27
H -1.07 4.83 1.27 0.24
H -2.28 -1.92 0.50 0.53
H -4.71 -2.18 0.74 0.42
H -6.25 -0.63 -0.45 0.38
H -5.30 1.14 -1.89 0.41
H -3.45 1.99 -3.16 0.51
H -1.80 1.38 -2.88 0.08
H -2.45 2.63 -1.84 0.10
O 0.67 -2.26 4.20 -0.68
Se 1.92 -1.41 3.62 0.87
O 1.38 -1.63 1.67 -0.53
O 1.88 -0.52 0.87 -0.47
O 3.27 -2.32 3.60 -0.70
```

Computed, not measured: a cluster of 5 separate species, C32H36N4O11S in total, with the ωB97M-V functional and the def2-TZVPD basis.

Computed properties:
* charge: 0
* HOMO-LUMO gap: 0.317 Ha
* SMILES: CCCC[C@@H]1CCS(=O)(=O)OC1.O=[N+]([O-])c1ccccc1.O=[N+]([O-])c1ccccc1.O=[N+]([O-])c1ccccc1.O=[N+]([O-])c1ccccc1
* F_max: 1.93 eV/A
* E_LUMO: -1.0591 eV
* E_HOMO: -9.68 eV

XYZ file:
```
84
Properties=species:S:1:pos:R:3:mulliken_charge:R:1
C -4.27 -1.65 -4.06 -1.41
C -4.06 -0.30 -3.37 -0.27
C -3.04 0.55 -4.13 -1.00
C -2.14 1.42 -3.26 -0.23
C -1.26 0.61 -2.30 0.00
C -0.83 1.47 -1.12 -0.61
C -0.33 0.51 -0.02 -1.00
S 0.64 -0.79 -0.78 1.47
O 1.87 -0.92 -0.07 -0.65
O -0.13 -1.99 -0.80 -0.73
O 1.05 -0.33 -2.23 -0.09
C -0.01 0.24 -3.05 -0.97
H -3.32 -2.07 -4.37 0.37
H -4.81 -2.35 -3.43 0.35
H -4.89 -1.48 -4.93 0.35
H -3.81 -0.44 -2.32 0.38
H -5.02 0.21 -3.39 0.38
H -3.60 1.22 -4.77 0.53
H -2.45 -0.06 -4.81 0.37
H -1.46 1.93 -3.95 -0.77
H -2.69 2.19 -2.73 0.66
H -1.84 -0.25 -1.97 0.48
H -1.63 2.09 -0.75 0.50
H 0.03 2.06 -1.43 0.28
H -1.20 0.00 0.36 0.42
H 0.24 1.00 0.76 0.48
H -0.24 -0.40 -3.90 0.35
H 0.40 1.16 -3.46 0.38
O -0.95 3.98 -4.71 -0.61
N -1.30 3.46 -5.76 1.04
O -0.91 2.38 -6.16 -0.59
C -2.24 4.20 -6.61 0.20
C -2.67 5.45 -6.21 -0.37
C -3.54 6.15 -7.02 -0.54
C -3.97 5.60 -8.22 -0.37
C -3.53 4.34 -8.61 -0.57
C -2.66 3.63 -7.80 -0.25
H -2.33 5.88 -5.27 0.46
H -3.89 7.13 -6.72 0.38
H -4.65 6.15 -8.86 0.38
H -3.87 3.91 -9.54 0.38
H -2.31 2.66 -8.10 0.46
O 0.95 -0.23 7.57 -0.66
N 0.63 -1.24 6.97 1.07
O 0.01 -2.17 7.47 -0.58
C 1.01 -1.35 5.56 0.03
C 1.74 -0.33 4.98 -0.24
C 2.11 -0.45 3.65 -0.65
C 1.75 -1.58 2.92 -0.52
C 1.01 -2.59 3.52 -0.69
C 0.64 -2.48 4.85 -0.16
H 2.02 0.54 5.55 0.45
H 2.69 0.34 3.18 0.42
H 2.05 -1.66 1.88 0.69
H 0.73 -3.46 2.95 0.40
H 0.06 -3.26 5.32 0.46
O 4.35 -2.84 -7.46 -0.61
N 5.13 -2.14 -6.82 1.01
O 6.17 -1.70 -7.25 -0.61
C 4.77 -1.81 -5.43 0.06
C 3.60 -2.33 -4.90 -0.44
C 3.27 -2.03 -3.59 -0.39
C 4.11 -1.23 -2.83 -0.34
C 5.27 -0.72 -3.38 -0.56
C 5.61 -1.01 -4.69 -0.33
H 2.95 -2.95 -5.50 0.45
H 2.36 -2.42 -3.16 0.44
H 3.85 -1.00 -1.80 0.40
H 5.93 -0.09 -2.79 0.40
H 6.52 -0.62 -5.13 0.46
O -1.68 -3.35 13.66 -0.61
N -1.47 -3.06 12.49 1.00
O -2.19 -3.37 11.56 -0.60
C -0.26 -2.28 12.19 0.09
C 0.60 -1.94 13.23 -0.48
C 1.74 -1.22 12.94 -0.36
C 2.02 -0.85 11.63 -0.59
C 1.15 -1.19 10.60 -0.09
C 0.00 -1.91 10.88 -0.38
H 0.37 -2.23 14.24 0.45
H 2.42 -0.96 13.74 0.38
H 2.92 -0.29 11.41 0.39
H 1.36 -0.90 9.58 0.24
H -0.67 -2.18 10.09 0.55
```

Computed, not measured: a structure of composition C32H37N3STcTe, with the ωB97M-V functional and the def2-TZVPD basis.

Computed properties:
* charge: +3
* HOMO-LUMO gap (alpha / beta): 0.208 / 0.208 Ha
* F_max: 1.87 eV/A
* E_LUMO (alpha / beta): -10.5080 / -10.5096 eV
* E_HOMO (alpha / beta): -16.16 / -16.16 eV

XYZ file:
```
75
Properties=species:S:1:pos:R:3:mulliken_charge:R:1
Tc 0.49 1.20 1.11 -0.32
C 1.62 -2.17 3.85 -1.66
C 2.68 -1.26 3.24 0.34
C 3.86 -1.06 4.21 -1.51
C 2.16 0.11 2.87 1.60
C 1.14 0.73 3.57 -0.48
C 0.92 2.13 3.47 -1.08
C 1.71 2.93 2.66 1.16
C 1.69 4.43 2.74 -1.12
C 2.58 2.26 1.76 -1.09
C 2.80 0.88 1.87 -1.16
H 2.03 -3.16 4.02 0.41
H 0.74 -2.27 3.21 0.28
H 1.30 -1.81 4.83 0.50
H 3.08 -1.73 2.34 0.34
H 3.52 -0.57 5.12 0.39
H 4.65 -0.45 3.77 0.39
H 4.28 -2.02 4.47 0.43
H 0.58 0.17 4.30 0.46
H 0.20 2.60 4.13 0.59
H 1.25 4.91 1.87 0.16
H 2.71 4.80 2.82 0.39
H 1.14 4.77 3.62 0.44
H 3.19 2.83 1.08 0.49
H 3.58 0.43 1.26 0.63
C -4.88 0.22 1.37 -1.12
C -3.78 -0.23 2.34 -0.42
C -2.45 0.26 1.92 0.33
N -1.43 0.65 1.59 -0.21
H -5.83 -0.20 1.70 0.42
H -4.69 -0.13 0.36 0.29
H -4.98 1.31 1.37 0.31
H -3.72 -1.32 2.41 0.31
H -3.97 0.14 3.35 0.36
C -0.58 -1.10 -6.67 -1.43
C 0.10 -1.39 -5.37 0.78
C 0.94 -2.45 -5.12 -0.91
C 1.51 -2.58 -3.86 0.76
N 1.25 -1.69 -2.87 -0.16
C 0.44 -0.71 -3.13 0.06
S 0.05 0.61 -1.99 -0.39
N -0.14 -0.55 -4.34 0.07
C 2.44 -3.69 -3.53 -1.13
H -0.29 -1.83 -7.43 0.38
H -0.32 -0.11 -7.03 0.40
H -1.67 -1.15 -6.55 0.38
H 1.15 -3.16 -5.91 0.45
H -0.76 0.24 -4.49 0.31
H 2.41 -4.48 -4.27 0.42
H 2.21 -4.09 -2.54 0.25
H 3.46 -3.29 -3.49 0.30
Te 0.19 3.30 -0.24 0.72
C -1.70 3.50 -1.01 0.53
C -1.96 4.70 -1.67 -0.73
C -3.25 4.94 -2.12 -0.69
C -4.25 4.00 -1.91 -0.61
C -3.97 2.79 -1.27 -0.64
C -2.69 2.54 -0.81 0.40
H -1.19 5.44 -1.82 0.42
H -3.48 5.87 -2.62 0.42
H -5.26 4.20 -2.26 0.43
H -4.76 2.06 -1.13 0.45
H -2.47 1.61 -0.30 -0.10
C 0.41 0.05 -0.42 -0.01
C 0.40 -1.41 -0.16 0.68
C 1.54 -2.05 0.30 0.04
C 1.51 -3.42 0.56 -0.95
C 0.34 -4.13 0.39 -0.71
C -0.81 -3.49 -0.07 -1.00
C -0.78 -2.14 -0.36 -0.30
H 2.46 -1.50 0.37 0.96
H 2.41 -3.92 0.88 0.56
H 0.32 -5.19 0.61 0.56
H -1.73 -4.05 -0.21 0.50
H -1.67 -1.64 -0.74 0.69
```